Record 1
99
Properties=species:S:1:pos:R:3:forces:R:3 method="wB97M-V/def2-TZVPD" gap_ev="8.25 / 9.81" spin_multiplicity=4 charge=+1 e_homo_ha="-0.3643 / -0.4216"
V 0.9504 -0.5300 -0.2956 -0.4 1.2 -0.5
C 3.0284 -4.5982 -1.1159 0.5 1.0 0.6
F 1.9756 -5.1585 -1.6481 -1.1 -0.5 -1.1
F 2.9812 -4.9083 0.1797 0.0 0.6 0.8
F 4.1359 -5.1492 -1.5764 0.2 0.1 -0.7
S 3.0430 -2.7118 -1.4317 0.4 -1.5 -1.1
O 1.8812 -2.2808 -0.6060 0.8 -0.7 -0.2
O 4.3254 -2.3587 -0.8880 -0.1 0.5 0.1
O 2.8629 -2.5395 -2.8710 -0.2 -0.1 1.6
C 2.0751 0.7026 -3.0830 1.5 0.0 -0.9
O 2.3581 0.4229 -1.7269 -1.1 -0.5 0.8
C 3.4709 1.1359 -1.1929 -2.7 1.2 0.6
C 3.8145 0.5833 0.1591 -0.4 -3.1 -0.8
O 2.6090 0.3682 0.9705 0.1 0.0 -0.9
C 2.9042 -0.1980 2.2455 1.0 -0.2 0.6
H 1.2424 0.0795 -3.4179 0.4 0.0 0.1
H 3.0395 0.5314 -3.6388 -1.1 -0.3 0.1
H 1.8487 1.7501 -3.2673 -0.3 0.2 0.4
H 3.1541 2.1951 -1.0693 0.2 -0.3 -0.3
H 4.1834 1.0437 -1.9578 1.9 0.1 -0.4
H 4.4439 1.2766 0.6455 0.9 0.5 0.8
H 4.2576 -0.4562 -0.0283 -0.2 1.5 0.7
H 1.9534 -0.3205 2.7854 0.5 0.4 -0.3
H 3.6305 0.4801 2.7659 -0.8 -0.4 -0.1
H 3.4031 -1.2057 2.2269 -0.5 0.8 -0.6
C -0.3604 0.7385 -5.6816 -0.1 1.0 0.7
O -1.0520 0.7892 -4.4211 -0.5 -0.2 -0.1
C -1.8799 -0.2992 -4.0024 2.0 -1.0 0.6
C -1.5696 -0.5602 -2.4769 -0.6 0.3 -0.5
O -0.3890 -1.2817 -2.0808 -0.1 1.2 -0.4
C -0.3336 -2.5420 -2.7385 0.7 0.4 -0.3
H 0.0601 -0.2260 -5.9241 0.0 -0.5 0.1
H 0.4453 1.4555 -5.4913 0.1 -0.2 -0.4
H -0.9212 1.1154 -6.5480 -0.3 -0.2 0.4
H -1.6502 -1.1679 -4.6313 -0.1 -0.1 0.2
H -2.9395 -0.1361 -4.0964 -0.5 0.6 -0.1
H -2.4251 -1.0471 -1.9720 0.1 0.1 -0.5
H -1.4643 0.4269 -2.0557 0.1 0.2 0.3
H -1.3372 -2.9292 -2.6215 -0.1 -0.8 -0.5
H 0.4126 -3.1095 -2.2105 -0.1 -0.4 0.1
H 0.0438 -2.4177 -3.7839 -0.7 -0.2 0.7
O -0.3478 1.2070 -0.1605 0.5 -2.5 -1.1
P -0.5162 2.6512 -0.0349 0.6 1.7 0.5
N 0.5807 3.5941 -0.8781 -0.5 -0.3 -0.3
C 0.5082 3.8563 -2.3393 0.9 -1.9 0.6
C 1.4035 4.6169 -0.2791 -1.4 0.7 1.7
N -0.3591 2.9254 1.5740 -0.1 1.3 0.2
C -1.0436 4.0927 2.1542 0.7 -0.4 -0.3
C 0.4488 2.1522 2.5114 -0.4 -0.4 -0.4
N -1.9883 3.1571 -0.5416 0.6 -1.4 0.5
C -2.2132 4.4886 -0.9775 -0.7 0.1 -1.5
C -3.0865 2.1886 -0.6891 0.1 1.1 0.3
H -0.0801 3.0687 -2.8946 0.4 1.1 0.6
H 1.5653 3.7856 -2.6490 -0.4 -0.1 -0.4
H 0.2597 4.8894 -2.4873 -0.8 0.4 -0.4
H 0.9790 5.5933 -0.5613 0.4 0.1 -0.2
H 2.4397 4.5603 -0.5748 0.4 -0.1 0.0
H 1.2523 4.6187 0.8305 0.7 -0.3 -0.9
H -1.8101 3.7357 2.8167 -0.5 0.0 0.4
H -0.3569 4.7157 2.7115 0.3 0.2 0.3
H -1.4769 4.7170 1.3855 -0.2 0.0 -0.1
H 0.4881 1.0995 2.1978 0.0 0.4 0.0
H 1.4625 2.5205 2.6700 0.1 0.2 -0.2
H -0.0690 2.2031 3.4602 -0.1 -0.1 0.4
H -3.0530 4.9639 -0.4989 -0.2 0.3 0.7
H -1.3245 5.0851 -0.9466 0.3 0.4 0.5
H -2.4824 4.4704 -2.0316 -0.1 0.1 -0.4
H -3.2744 2.0627 -1.7627 0.1 -0.6 0.2
H -3.9739 2.6983 -0.3043 -0.2 -0.4 0.2
H -2.8579 1.2814 -0.0957 -0.3 0.5 -0.8
O -0.1153 -1.2509 1.3180 1.0 -0.2 -0.2
P -1.0207 -1.9784 2.2483 -0.5 -0.7 0.1
N -1.0943 -3.5836 1.8369 -0.9 -1.2 1.3
C -0.4819 -4.1753 0.6723 -0.8 0.2 -0.8
C -1.5991 -4.6241 2.7840 -0.6 1.2 0.9
N -2.5005 -1.2642 2.1256 0.0 -1.0 1.2
C -2.6584 0.0792 2.6660 0.7 0.6 1.0
C -3.2598 -1.5376 0.9103 -1.1 1.1 0.7
N -0.5540 -1.9312 3.8243 1.0 -0.5 0.9
C -1.2323 -1.6274 5.0827 -1.6 1.1 -0.7
C 0.7774 -2.5019 4.0921 0.0 -0.5 -0.7
H -0.0082 -3.3357 0.2060 0.7 -0.1 -0.8
H -1.2281 -4.6235 -0.0244 0.2 0.4 0.4
H 0.2124 -4.9797 0.9069 0.3 0.2 0.3
H -0.7867 -5.1474 3.2895 0.3 -0.2 -0.4
H -2.2952 -5.3573 2.3359 0.5 0.5 -0.2
H -2.1492 -4.1606 3.6322 0.1 0.0 -0.7
H -3.2931 0.0314 3.5797 0.0 0.4 -0.9
H -1.6998 0.5596 3.0166 -0.7 -0.8 -0.5
H -3.0240 0.7373 1.8696 -0.3 0.0 0.5
H -4.1136 -0.8170 0.9834 0.5 -0.7 -0.6
H -2.6136 -1.2788 0.0900 -0.1 -0.1 -0.9
H -3.6989 -2.5360 0.8182 0.5 0.1 0.2
H -0.9017 -0.6286 5.4997 -0.3 -1.1 -0.3
H -2.3303 -1.5517 4.8346 1.0 -0.1 0.7
H -1.0591 -2.4328 5.8196 -0.2 0.4 -0.4
H 1.0062 -3.3879 3.4960 -0.1 0.2 -0.5
H 0.8758 -2.8700 5.0923 -0.4 0.0 0.8
H 1.5601 -1.7882 3.9610 0.5 0.5 -0.2



Record 2
43
Properties=species:S:1:pos:R:3:forces:R:3 method="wB97M-V/def2-TZVPD" gap_ev=9.27 e_homo_ha=-0.3196
C 6.5929 0.5865 -3.1486 0.0 0.0 0.0
C 5.2007 0.3563 -2.6424 0.1 -0.2 -0.1
C 4.5271 1.4091 -2.0004 -0.2 -0.1 0.0
C 3.2479 1.2830 -1.5049 0.1 0.3 0.1
C 2.6322 0.0498 -1.6656 0.4 -0.4 -0.3
C 3.2865 -1.0229 -2.3049 -0.3 0.6 0.3
C 2.3346 -2.0853 -2.2648 -0.1 0.3 0.1
N 1.2381 -1.7145 -1.6754 -0.4 -0.7 0.0
N 1.3847 -0.4207 -1.2971 0.8 0.2 -0.3
C 0.3797 0.2620 -0.6309 -0.5 -0.1 0.0
O 0.5050 1.4271 -0.3370 0.2 0.0 0.0
C -0.8230 -0.5896 -0.3339 -0.3 0.1 0.2
C -1.9399 0.2139 0.3272 0.3 -0.2 0.0
C -2.2548 -0.3372 1.7150 0.1 0.2 -0.3
O -1.6910 -1.3232 2.1560 0.2 -0.3 0.0
N -3.1785 0.3332 2.4374 -0.1 0.1 0.4
C -3.9690 1.4638 2.0115 -0.3 0.1 -0.4
C -5.4424 1.0611 1.9010 0.1 0.2 0.2
C -5.9329 0.5207 3.2418 0.0 -0.2 -0.2
C -5.0394 -0.6328 3.6909 0.1 0.3 0.1
C -3.5811 -0.1786 3.7330 0.0 -0.5 0.2
C 4.5806 -0.8668 -2.7971 -0.1 0.2 0.1
H 7.2543 0.8573 -2.3265 0.1 0.0 0.0
H 6.9852 -0.3054 -3.6302 0.1 0.0 0.0
H 6.6047 1.4047 -3.8675 0.1 0.0 -0.1
H 5.0403 2.3539 -1.8943 0.0 0.1 0.0
H 2.7419 2.0973 -1.0140 0.0 0.1 0.0
H 2.4343 -3.0818 -2.6485 0.0 -0.2 -0.1
H -0.5095 -1.3822 0.3565 0.0 0.0 -0.2
H -1.1410 -1.0809 -1.2527 0.0 0.0 0.1
H -2.8460 0.1951 -0.2792 0.0 0.1 0.0
H -1.6050 1.2499 0.4286 -0.2 0.0 0.0
H -3.6087 1.8550 1.0628 0.0 0.0 0.1
H -3.8682 2.2541 2.7665 0.0 0.0 -0.1
H -6.0347 1.9253 1.5968 0.0 0.0 -0.1
H -5.5459 0.2885 1.1362 0.0 0.0 -0.1
H -6.9678 0.1851 3.1559 0.0 0.1 0.1
H -5.8991 1.3187 3.9876 0.0 0.1 0.1
H -5.3393 -0.9861 4.6781 0.0 -0.1 0.0
H -5.1317 -1.4636 2.9886 0.0 -0.1 0.0
H -2.9199 -1.0102 3.9796 -0.1 0.2 0.0
H -3.4566 0.6141 4.4798 0.0 0.0 0.0
H 5.0813 -1.6889 -3.2865 0.1 -0.1 -0.1



Values for relative energy (zero: lowest compared OMol25 entry of this formula, charge and spin), kcal/mol, ordered as above
10.7, 15.7
Values for molar mass, g/mol, ordered as above
738.66, 299.37